{"formula": "C32H39N5O12P", "method": "ωB97M-V/def2-TZVPD", "species": ["C", "C", "O", "P", "O", "C", "C", "N", "C", "C", "O", "O", "C", "C", "H", "H", "H", "H", "H", "H", "H", "H", "H", "H", "H", "H", "H", "H", "H", "H", "H", "H", "H", "C", "C", "C", "C", "C", "C", "N", "O", "O", "H", "H", "H", "H", "H", "C", "C", "C", "C", "C", "C", "N", "O", "O", "H", "H", "H", "H", "H", "C", "C", "C", "C", "C", "C", "N", "O", "O", "H", "H", "H", "H", "H", "C", "C", "C", "C", "C", "C", "N", "O", "O", "H", "H", "H", "H", "H"], "xyz": [[0.1701, 3.0531, -4.5534], [0.1178, 1.6199, -5.0200], [-0.9156, 0.8998, -4.2951], [-0.4667, -0.5101, -3.7140], [0.1856, -1.3421, -4.7188], [0.6718, -0.1799, -2.3308], [0.1281, 0.8876, -1.3880], [0.4730, 0.6289, 0.0407], [1.8467, 1.0356, 0.4393], [2.9530, 0.1416, -0.0711], [3.9778, 0.5881, -0.5690], [-1.7141, -1.1488, -2.9924], [-3.0560, -0.6861, -3.3555], [-3.4677, 0.6067, -2.6939], [1.1742, 3.4402, -4.6802], [-0.4993, 3.6989, -5.1056], [-0.0800, 3.1417, -3.5035], [-0.1218, 1.5439, -6.0696], [1.0815, 1.1463, -4.8773], [1.6081, 0.1363, -2.7696], [0.7832, -1.1366, -1.8341], [0.4195, 1.8842, -1.6799], [-0.9539, 0.8626, -1.4445], [0.2750, -0.3368, 0.2987], [-0.1607, 1.1935, 0.6201], [1.8742, 0.9748, 1.5230], [2.0092, 2.0719, 0.1859], [2.7950, -0.9503, 0.0125], [-3.7224, -1.4648, -3.0178], [-3.1445, -0.6330, -4.4310], [-4.5490, 0.6278, -2.6622], [-3.0500, 0.7073, -1.6989], [-3.1596, 1.4704, -3.2683], [5.3215, 6.0703, 0.0129], [5.0192, 6.9505, 1.0434], [3.7264, 7.0281, 1.5374], [2.7560, 6.2147, 0.9870], [3.0366, 5.3382, -0.0411], [4.3290, 5.2654, -0.5321], [1.3821, 6.2704, 1.5094], [1.1474, 7.0574, 2.3945], [0.5642, 5.5159, 1.0180], [6.3325, 6.0109, -0.3663], [5.7920, 7.5773, 1.4647], [3.4853, 7.7116, 2.3373], [2.2585, 4.7182, -0.4602], [4.5642, 4.5818, -1.3359], [0.9242, -0.3708, 7.0402], [-0.3276, -0.6935, 6.5327], [-0.7590, -0.1342, 5.3438], [0.0813, 0.7420, 4.6791], [1.3294, 1.0819, 5.1724], [1.7488, 0.5182, 6.3633], [-0.3587, 1.3131, 3.4091], [-1.4546, 1.0178, 2.9859], [0.4107, 2.0496, 2.8055], [1.2588, -0.8145, 7.9676], [-0.9670, -1.3839, 7.0634], [-1.7310, -0.3816, 4.9448], [1.9669, 1.7730, 4.6424], [2.7203, 0.7696, 6.7635], [5.3669, -5.6852, 1.4102], [5.2309, -5.8679, 2.7797], [4.4318, -5.0123, 3.5203], [3.7774, -3.9841, 2.8694], [3.9064, -3.7840, 1.5083], [4.7073, -4.6411, 0.7748], [2.9099, -3.0859, 3.6451], [2.8233, -3.2704, 4.8342], [2.3192, -2.2004, 3.0475], [5.9881, -6.3586, 0.8359], [5.7459, -6.6801, 3.2721], [4.3224, -5.1507, 4.5851], [3.3889, -2.9739, 1.0204], [4.8163, -4.4980, -0.2909], [-8.1478, -5.4945, -2.2172], [-8.7017, -4.3829, -1.5964], [-8.3729, -3.1097, -2.0300], [-7.4915, -2.9732, -3.0861], [-6.9256, -4.0671, -3.7140], [-7.2588, -5.3363, -3.2719], [-7.1553, -1.6244, -3.5629], [-7.6471, -0.6808, -2.9844], [-6.4001, -1.5311, -4.5095], [-8.4118, -6.4875, -1.8795], [-9.3938, -4.5080, -0.7759], [-8.8011, -2.2415, -1.5526], [-6.2389, -3.9374, -4.5367], [-6.8281, -6.2026, -3.7534]], "atomic_forces_ev_per_a": [[0.0492, 0.1603, -0.0861], [-0.1060, 0.2010, 0.0132], [-0.1280, 0.0391, 0.6811], [0.6692, -0.7299, -0.8329], [0.2428, -0.2632, 0.0247], [-0.3513, 0.6810, -0.0010], [-0.6586, -0.8878, -0.5742], [-0.0640, 0.8963, 0.2119], [0.4780, -0.3399, 0.5315], [1.6079, 0.6283, -1.5502], [-1.8922, -0.7203, 1.0816], [-0.3727, 1.1222, 0.0106], [-0.3688, -0.2947, 0.3152], [0.2411, 0.2075, -0.4660], [0.2091, 0.1206, -0.1000], [-0.2445, 0.0764, -0.0733], [-0.0722, -0.0415, 0.2643], [-0.0515, -0.0561, -0.2743], [0.1432, -0.2908, 0.0701], [0.3902, -0.2138, -0.0270], [0.1699, -0.2745, 0.0723], [0.3489, 0.2820, 0.2594], [-0.2590, 0.0566, 0.2193], [0.0637, -0.2108, -0.1098], [0.0094, 0.0232, 0.2206], [0.0374, -0.0055, 0.2442], [-0.0109, 0.2348, -0.2958], [0.0023, 0.0716, 0.1420], [0.0455, -0.4166, 0.0637], [0.0868, 0.0217, -0.2885], [-0.2730, 0.0289, 0.2475], [-0.1911, -0.1550, 0.3483], [0.1776, 0.1774, -0.1089], [-0.0086, 0.0062, 0.0168], [-0.0035, -0.0903, -0.0897], [0.1074, 0.1616, 0.1356], [0.0861, -0.0163, -0.0225], [0.0662, -0.2674, -0.2528], [0.0818, 0.0767, 0.0801], [0.0432, -0.0024, -0.0509], [-0.0358, 0.1341, 0.1634], [-0.1160, -0.1687, -0.0710], [0.0110, 0.0090, -0.0106], [0.0020, 0.0228, 0.0140], [-0.1127, -0.0263, 0.0124], [-0.1007, 0.0818, 0.0499], [-0.0036, -0.0081, -0.0134], [-0.0125, 0.0096, -0.0263], [0.1062, 0.0226, 0.0358], [-0.2009, -0.1224, 0.0034], [0.0287, 0.0299, 0.1699], [0.1997, 0.0995, -0.0402], [-0.0604, -0.0792, 0.0457], [0.0621, -0.0179, 0.2752], [-0.1755, -0.1757, -0.2539], [0.1233, -0.0186, -0.2117], [0.0037, -0.0048, 0.0133], [-0.0239, -0.0084, -0.0007], [0.0033, 0.0605, -0.0803], [-0.0665, 0.0341, -0.0631], [0.0189, 0.0155, -0.0053], [-0.0054, 0.0057, 0.0186], [-0.0019, 0.0341, -0.1132], [0.0639, -0.1362, 0.1820], [0.0270, -0.0495, -0.0783], [-0.0118, 0.0636, -0.2262], [0.0543, -0.0833, 0.0636], [0.0526, -0.0189, -0.0468], [-0.0221, -0.0204, 0.2331], [-0.0769, 0.1931, -0.2339], [0.0137, -0.0047, -0.0058], [0.0055, -0.0075, 0.0252], [-0.0740, 0.0776, 0.0175], [-0.0578, 0.0326, 0.0858], [-0.0030, 0.0120, -0.0143], [0.0033, 0.0099, -0.0013], [0.0576, -0.0849, -0.0512], [-0.1385, 0.0668, 0.1648], [-0.0667, -0.1657, 0.0271], [0.1296, -0.1089, -0.1458], [-0.0667, -0.0028, 0.0922], [-0.0278, -0.0656, 0.0132], [-0.0466, 0.1690, 0.1402], [0.2253, 0.0096, -0.1087], [-0.0011, -0.0124, 0.0062], [-0.0155, 0.0140, 0.0148], [0.0386, 0.0785, -0.0783], [-0.0198, 0.1137, -0.0151], [0.0128, -0.0049, -0.0221]], "mulliken_charge": [-1.072, -0.412, -0.211, 0.770, -0.795, -0.604, -0.383, 0.007, -0.078, 0.177, -0.498, -0.330, -0.119, -1.010, 0.345, 0.347, 0.270, 0.436, 0.345, 0.298, 0.427, 0.201, -0.049, 0.460, 0.375, 0.268, 0.224, 0.129, 0.258, 0.318, 0.378, 0.251, 0.264, -0.438, -0.437, -0.364, -0.130, -0.251, -0.500, 1.078, -0.590, -0.623, 0.391, 0.387, 0.471, 0.610, 0.388, -0.418, -0.521, -0.425, 0.228, -0.212, -0.649, 1.103, -0.632, -0.622, 0.420, 0.405, 0.451, 0.482, 0.403, -0.446, -0.480, -0.336, -0.096, 0.011, -0.449, 0.993, -0.588, -0.565, 0.394, 0.386, 0.456, 0.326, 0.387, -0.424, -0.435, -0.349, 0.120, -0.320, -0.451, 1.039, -0.609, -0.597, 0.384, 0.376, 0.450, 0.449, 0.377], "homo_energy_ev": -11.68, "total_charge": 1, "e_above_lowest_kcal_mol": 7.3, "multiplicity": 1}